(1)
Entry from the OMol25 dataset: a structure of composition C5H9Br3O (ωB97M-V/def2-TZVPD).

Last column: Mulliken charge in e.
Element x y z (Å)
1 C 1.2768 -0.4848 -1.9683  -1.121
2 C -1.6810 -0.4538 1.8204  -1.100
3 C 0.8404 0.5887 0.3346  -0.152
4 C 1.4498 -0.4796 -0.4227  -0.396
5 C -1.5107 -0.2976 0.3964  0.098
6 O 0.6906 1.8142 -0.1451  -0.428
7 Br 3.5479 -0.4576 -0.1612  -0.225
8 Br -1.5038 -1.9376 -0.6276  -0.110
9 Br -2.4309 1.1374 -0.4736  -0.064
10 H 1.6380 0.4326 -2.2154  0.598
11 H 0.1048 -0.4383 -2.1654  0.247
12 H 1.7740 -1.4014 -2.5153  0.273
13 H -0.8623 -1.1738 2.3215  0.257
14 H -2.6341 -0.9089 2.1430  0.329
15 H -1.4516 0.5200 2.2286  0.413
16 H 0.7965 0.5858 1.4271  0.551
17 H 1.1159 -1.3203 0.1460  0.504
18 H 1.0912 1.7229 -1.0561  0.326

Values from the calculation:
Energy relative to the best compared isomer or geometry (same formula, charge and spin) (kcal per mole): 68.5
Gap between HOMO and LUMO (spin up / spin down) (eV): 7.1 / 7.5
Highest occupied orbital energy (spin up / spin down) (eV): -7.74 / -8.06
2S+1: 1

---

(2)
Entry from the OMol25 dataset: an isolated molecule of C6H13NO (ωB97M-V/def2-TZVPD).

Last column: Mulliken charge in e.
Element x y z (Å)
1 C -1.2391 0.1860 -1.0617  -1.598
2 C -1.0061 0.0840 0.4277  1.113
3 C -1.8001 0.9822 1.3330  -1.337
4 N -0.0597 -0.7186 0.9411  0.532
5 O 0.2792 -0.6566 2.1246  -0.712
6 C 0.6797 -1.7051 0.0893  0.438
7 C 2.2130 -1.4430 0.1338  -1.398
8 C 0.4104 -3.1272 0.5199  -1.542
9 H -0.2892 0.4046 -1.5428  0.358
10 H -1.5406 -0.7652 -1.4295  0.367
11 H -1.9606 0.9703 -1.2768  0.368
12 H -2.7361 0.5558 1.6359  0.258
13 H -2.0210 1.9132 0.8494  0.421
14 H -1.2529 1.2917 2.2166  0.361
15 H 0.3796 -1.5574 -0.9295  0.150
16 H 2.5574 -1.3749 1.1716  0.345
17 H 2.4015 -0.5045 -0.4406  0.312
18 H 2.7841 -2.2519 -0.3176  0.414
19 H 0.7037 -3.2380 1.5600  0.348
20 H -0.6403 -3.3476 0.4435  0.372
21 H 0.9962 -3.8177 -0.0570  0.430

Values from the calculation:
Energy relative to the best compared isomer or geometry (same formula, charge and spin) (kcal per mole): 65.4
Gap between HOMO and LUMO (eV): 8.7
Highest occupied orbital energy (eV): -7.84
2S+1: 1

---

(3)
Entry from the OMol25 dataset: an isolated molecule of C21H22ClNO4 (ωB97M-V/def2-TZVPD).

Last column: Mulliken charge in e.
Element x y z (Å)
1 C 0.5415 0.7468 -3.8329  -1.338
2 C 0.0546 0.9088 -2.3855  0.180
3 C 0.8495 0.9336 -1.2526  -0.492
4 N 0.0697 1.1426 -0.0908  0.394
5 C 0.7142 1.2474 1.2354  -1.953
6 C 0.9755 -0.0688 1.8490  1.185
7 C -0.1102 -0.9341 2.0733  -0.666
8 C 0.0925 -2.1601 2.6177  -0.954
9 C 1.3727 -2.6077 2.9625  1.297
10 O 1.4912 -3.8762 3.4647  -0.619
11 C 2.4947 -1.8158 2.7305  -0.027
12 C 3.8964 -2.3002 3.0298  0.233
13 C 4.8053 -2.2354 1.8071  -1.499
14 C 4.4658 -1.5252 4.2388  -1.418
15 C 2.2603 -0.4802 2.2046  -0.232
16 C -1.2627 1.1425 -0.4927  -1.259
17 C -2.5075 1.2587 0.1757  0.871
18 Cl -2.5293 1.5994 1.8782  -0.220
19 C -3.7013 1.2102 -0.5373  -0.735
20 C -3.7430 1.0291 -1.9219  0.493
21 O -4.9921 1.0086 -2.5156  -0.533
22 C -5.1235 1.2735 -3.8959  -0.525
23 C -4.7492 2.6967 -4.3100  0.677
24 O -4.0571 2.7960 -5.3146  -0.557
25 O -5.1434 3.7318 -3.5235  -0.435
26 C -2.5322 0.9380 -2.6140  -0.377
27 C -1.3416 0.9986 -1.8802  0.900
28 H 0.0128 -0.1038 -4.3496  0.312
29 H 1.6117 0.5442 -3.8621  0.370
30 H 0.4176 1.6620 -4.4020  0.295
31 H 1.9236 0.8556 -1.2319  0.414
32 H 0.0860 1.8405 1.8882  0.434
33 H 1.6622 1.7917 1.1054  0.404
34 H -1.1164 -0.6573 1.7369  0.090
35 H -0.7621 -2.8157 2.7468  0.222
36 H 0.6527 -4.3542 3.4881  0.307
37 H 3.8415 -3.3688 3.2936  0.495
38 H 4.8950 -1.2259 1.4302  0.273
39 H 5.8218 -2.5315 2.0838  0.422
40 H 4.4372 -2.9072 1.0428  0.399
41 H 3.6388 -1.2885 4.9415  0.368
42 H 5.2925 -2.1418 4.6446  0.401
43 H 4.8541 -0.5653 3.9016  0.297
44 H 3.0957 0.1583 2.0487  0.339
45 H -4.6486 1.4535 -0.0221  0.401
46 H -4.5894 0.5252 -4.4973  0.300
47 H -6.1769 1.1299 -4.1131  0.366
48 H -4.7699 4.5386 -3.8609  0.355
49 H -2.4710 0.8019 -3.7130  0.344

Values from the calculation:
Energy relative to the best compared isomer or geometry (same formula, charge and spin) (kcal per mole): 30.2
Gap between HOMO and LUMO (eV): 8.4
Highest occupied orbital energy (eV): -7.76
2S+1: 1

---

(4)
Entry from the OMol25 dataset: the ion C5H8NO with charge +1 (ωB97M-V/def2-TZVPD).

Last column: Mulliken charge in e.
Element x y z (Å)
1 C 1.8666 -0.7121 0.9461  -0.622
2 C 1.6117 -0.1205 -0.1862  -0.091
3 N -0.0169 0.6555 0.0106  0.061
4 C -0.1032 1.9018 0.0858  -0.195
5 C -1.1358 -0.2888 0.2886  0.452
6 C -1.5668 -0.9066 -0.9785  -0.835
7 O -1.6283 -0.3042 1.3813  -0.421
8 H 2.7028 -1.2051 1.1812  0.371
9 H 1.2757 -0.9621 1.8246  0.319
10 H 2.0631 0.2093 -1.1207  0.439
11 H -0.8853 2.2934 0.5554  0.363
12 H 0.6733 2.6752 -0.2991  0.245
13 H -1.6099 -2.0432 -0.7575  0.304
14 H -2.5164 -0.5837 -1.1426  0.348
15 H -0.7306 -0.6089 -1.7889  0.263

Values from the calculation:
Energy relative to the best compared isomer or geometry (same formula, charge and spin) (kcal per mole): 78.1
Gap between HOMO and LUMO (eV): 10.6
Charge: +1
Highest occupied orbital energy (eV): -15.37
2S+1: 1

---

(5)
Entry from the OMol25 dataset: an isolated molecule of C7H11N4P (ωB97M-V/def2-TZVPD).

Last column: Mulliken charge in e.
Element x y z (Å)
1 C -0.1856 -0.7902 2.1844  -0.316
2 C -0.6349 -0.4631 -0.0164  -0.562
3 C -0.0190 -1.6719 0.1447  0.396
4 C 0.6653 1.9896 -0.5878  -0.025
5 C 0.3440 -2.5949 -0.9105  -1.311
6 C 2.0848 1.5736 -1.0286  -0.901
7 C -1.5736 1.7443 -0.9735  0.191
8 N -0.7580 0.0443 1.2815  0.200
9 N -0.3293 1.4363 -1.1513  -0.311
10 N -2.2956 1.7759 0.0502  -0.412
11 N 0.3817 -1.8156 1.4271  -0.099
12 P -1.8993 1.2899 1.6066  -0.180
13 H -0.2792 -0.5200 3.2056  0.462
14 H 0.5540 2.6459 0.2512  0.419
15 H 1.0848 -2.2967 -1.6700  0.223
16 H 0.5269 -3.6011 -0.5610  0.404
17 H -0.5090 -2.8924 -1.4874  0.347
18 H 2.8423 1.6489 -0.2576  0.317
19 H 2.2727 2.1583 -1.8655  0.329
20 H 1.9357 0.5271 -1.2219  0.142
21 H -2.0727 2.1513 -1.8813  0.369
22 H 0.7720 -2.6842 1.6879  0.241
23 H -2.9083 0.3448 1.7737  0.077

Values from the calculation:
Energy relative to the best compared isomer or geometry (same formula, charge and spin) (kcal per mole): 65.4
Gap between HOMO and LUMO (eV): 7.6
Highest occupied orbital energy (eV): -6.94
2S+1: 1

---

(6)
Entry from the OMol25 dataset: a cluster of 2 separate species, CH3IS2 in total (ωB97M-V/def2-TZVPD).

Last column: Mulliken charge in e.
Element x y z (Å)
1 C -0.7813 -0.0705 -0.2735  -0.583
2 S -0.2974 -0.6763 1.3177  0.144
3 S 1.0381 0.6359 1.8277  -0.214
4 I 2.6897 -0.2595 -1.2500  0.006
5 H -1.6566 0.7017 -0.0512  0.278
6 H -1.0871 -0.8108 -1.0725  0.273
7 H 0.0945 0.4795 -0.4982  0.095

Values from the calculation:
Energy relative to the best compared isomer or geometry (same formula, charge and spin) (kcal per mole): 30.1
Gap between HOMO and LUMO (spin up / spin down) (eV): 7.5 / 5.8
Highest occupied orbital energy (spin up / spin down) (eV): -9.46 / -8.84
2S+1: 1

---

Max |F| readings, ordered: 4.7; 3.7; 2.7; 5.5; 4.7; 3.3 eV/A
E readings, ordered: -7993.0653; -366.3296; -1629.3384; -324.9145; -833.5378; -1133.9120 hartree